[1]
Molecular formula: C33H31F9GeNOPtS2Si
Method: DFT, ωB97M-V/def2-TZVPD

Cartesian coordinates (Å):
Pt1 0.11560 0.46270 0.72570
C1 3.15260 1.14850 -1.50240
Si1 2.33240 0.10800 -0.10790
C2 2.72740 -1.77690 -0.29830
C3 3.37920 0.76690 1.47140
C4 2.68510 1.56220 2.35520
C5 3.28280 1.93890 3.55050
C6 4.58580 1.55120 3.80270
C7 5.28220 0.77280 2.89780
C8 4.68440 0.39030 1.69990
H1 4.22230 0.95920 -1.56000
H2 2.99870 2.21170 -1.35800
H3 2.68920 0.87140 -2.44580
H4 3.79520 -1.94160 -0.20190
H5 2.42940 -2.11150 -1.28620
H6 2.22480 -2.40040 0.43400
H7 1.67350 1.89890 2.14050
H8 2.73110 2.55080 4.24480
H9 5.07570 1.88730 4.70630
H10 6.29550 0.45730 3.10250
H11 5.24490 -0.21420 1.00620
C9 -5.02280 4.09290 1.13250
C10 -4.92110 3.27120 2.23960
C11 -4.28550 2.04010 2.12890
C12 -3.71040 1.70530 0.92230
C13 -3.84710 2.48650 -0.20540
C14 -4.48910 3.71040 -0.08480
Ge1 -2.37570 0.16020 0.79570
C15 -2.74120 -0.88280 2.49920
C16 -3.19120 -2.19330 2.44540
C17 -3.35410 -2.91560 3.62160
C18 -3.07200 -2.33140 4.84500
C19 -2.63780 -1.01810 4.90220
C20 -2.46340 -0.29950 3.73120
C21 -3.34350 -0.90950 -0.66030
C22 -4.58380 -0.58500 -1.17300
C23 -5.22850 -1.48150 -2.01560
C24 -4.62720 -2.68400 -2.33360
C25 -3.37930 -2.99830 -1.82620
C26 -2.71880 -2.09800 -1.00190
H12 -5.56170 5.02650 1.20580
H13 -5.34330 3.56180 3.19060
H14 -4.24140 1.37920 2.98210
H15 -3.42840 2.19300 -1.15760
H16 -4.56010 4.34770 -0.95130
H17 -3.43340 -2.65360 1.49830
H18 -3.71540 -3.92990 3.56780
H19 -3.19360 -2.90000 5.75510
H20 -2.44210 -0.54830 5.85400
H21 -2.10900 0.72320 3.77880
H22 -5.07310 0.34300 -0.92390
H23 -6.20080 -1.22830 -2.40850
H24 -5.13000 -3.37640 -2.99220
H25 -2.90680 -3.93610 -2.07390
H26 -1.72510 -2.32700 -0.62970
S1 0.49190 -0.62040 3.01360
C27 1.16700 -2.16590 2.95560
N1 0.45900 -3.27160 2.73050
C28 1.17920 -4.52820 2.67240
C29 2.54240 -4.29200 3.32090
S2 2.83520 -2.48170 3.28060
H27 -0.53430 -3.22320 2.54900
H28 1.29060 -4.83410 1.62510
H29 0.62450 -5.30480 3.20420
H30 3.35710 -4.77950 2.79260
H31 2.56680 -4.59710 4.36620
F1 -1.10040 2.95070 1.52440
C30 -0.37260 4.05200 1.19910
F2 -1.20920 5.07520 1.18630
F3 0.47110 4.21410 2.21800
C31 0.36990 3.78600 -0.14990
O1 0.56350 2.48440 -0.35410
C32 -0.45700 4.39800 -1.32840
F4 -1.75260 4.08330 -1.20100
F5 -0.04970 3.89570 -2.48520
F6 -0.36900 5.71970 -1.38490
C33 1.72890 4.56040 -0.10040
F7 1.60400 5.78720 0.38710
F8 2.27730 4.63940 -1.30680
F9 2.60310 3.90010 0.67150

Results
Expectation value of S² = 8.796
Molecular weight = 988.51 g mol⁻¹
Net charge = +2
2S+1 = 6
Energy relative to the best compared isomer or geometry (same formula, charge and spin) = 2.153 eV
LUMO (alpha / beta) = -5.5 / -9.4 eV


[2]
Molecular formula: C33H31I2N4O3Y
Method: DFT, ωB97M-V/def2-TZVPD

Cartesian coordinates (Å):
Y1 -0.44593 0.55195 0.07777
C1 -0.10631 3.56655 1.23710
N1 -1.00955 2.91416 0.26817
C2 -0.75543 3.49874 -1.08256
C3 0.56687 3.00499 -1.70579
C4 0.97149 3.37890 -2.97232
C5 2.32778 3.20565 -3.33582
C6 3.16928 2.51038 -2.38133
C7 2.69152 2.07563 -1.18284
N2 1.37395 2.20609 -0.97189
C8 -2.46761 2.94893 0.58080
C9 -3.15348 2.00910 -0.34851
C10 -4.52667 1.92733 -0.22550
C11 -5.25622 1.21534 -1.23104
C12 -4.50696 0.67559 -2.28520
C13 -3.10557 0.81411 -2.32275
N3 -2.44857 1.26752 -1.26800
C14 0.17517 2.75734 2.46923
C15 0.11607 3.39153 3.70899
C16 0.21631 2.66073 4.88135
C17 0.44215 1.26601 4.82009
C18 0.49615 0.70882 3.53946
N4 0.35028 1.41833 2.38280
H1 -0.55130 4.53366 1.59540
H2 0.80086 3.79273 0.71172
H3 -0.60159 4.55971 -0.92397
H4 -1.54733 3.30120 -1.79841
H5 0.30038 3.92801 -3.62933
H6 2.65206 3.43622 -4.37677
H7 4.27960 2.44715 -2.55898
H8 3.35347 1.70810 -0.37795
H9 -2.79642 3.97942 0.48363
H10 -2.68440 2.58518 1.57802
H11 -5.08796 2.39449 0.58545
H12 -6.31837 1.11495 -1.06116
H13 -5.07660 0.28075 -3.15130
H14 -2.48983 0.38049 -3.09442
H15 0.13614 4.43057 3.68234
H16 0.14347 3.16973 5.82473
H17 0.64379 0.67424 5.70423
H18 0.72283 -0.39385 3.41812
O1 0.85055 -1.40625 0.40566
C19 1.24409 -2.21404 -0.76203
C20 0.74918 -1.44748 -2.02476
O2 1.25882 -1.58476 -3.13335
O3 -0.20258 -0.58421 -1.69389
C21 2.76436 -2.40365 -0.78353
C22 3.27925 -3.37207 0.07638
C23 4.62134 -3.58041 0.18965
C24 5.51407 -2.77437 -0.49908
C25 5.03652 -1.78800 -1.35030
C26 3.65778 -1.66006 -1.53524
C27 0.55125 -3.62245 -0.62871
C28 -0.25850 -4.06755 0.46099
C29 -0.74092 -5.35467 0.45806
C30 -0.55709 -6.20857 -0.65156
C31 0.27092 -5.76792 -1.68893
C32 0.87159 -4.51497 -1.69610
H19 1.21185 -1.72506 1.25051
H20 2.58738 -3.94831 0.74131
H21 4.97480 -4.45132 0.74927
H22 6.61158 -2.90316 -0.39626
H23 5.67004 -1.03662 -1.77684
H24 3.29983 -0.91997 -2.25120
H25 -0.47939 -3.39434 1.28501
H26 -1.35641 -5.69980 1.23385
H27 -1.02811 -7.21713 -0.75649
H28 0.41979 -6.42041 -2.56302
H29 1.46953 -4.18705 -2.52015
I1 -4.97861 1.22823 3.98581
C33 -4.89181 -0.56377 2.92561
I2 -2.86421 -0.81981 1.71465
H30 -5.75490 -0.52573 2.25863
H31 -4.79553 -1.36074 3.71247

Results
Molecular weight = 874.35 g mol⁻¹
Net charge = +2
Energy relative to the best compared isomer or geometry (same formula, charge and spin) = 0.000 eV
LUMO = -6.9 eV


[3]
Molecular formula: C33H31N10O9Sr
Method: DFT, ωB97M-V/def2-TZVPD

Cartesian coordinates (Å):
Sr1 -0.54487 -0.28692 0.16820
N1 -0.24362 -2.59618 -0.75472
C1 -1.43309 -2.76582 -1.62654
C2 -2.72527 -2.39310 -0.87147
O1 -3.71683 -3.14377 -0.94669
N2 -2.61498 -1.22306 -0.24194
C3 -3.66078 -0.83949 0.69285
C4 -3.02749 -0.48186 2.05896
O2 -3.67529 -0.70438 3.10348
O3 -1.83143 0.00342 2.01619
H1 0.59692 -2.77220 -1.29457
H2 -0.26728 -3.27721 0.00173
H3 -1.55069 -3.78163 -2.00465
H4 -1.32830 -2.08030 -2.46997
H5 -4.40548 -1.61942 0.83772
H6 -4.17585 0.08013 0.36897
C5 0.14154 -2.45694 3.60465
N3 0.53809 -1.31927 2.77597
C6 1.84706 -0.76192 3.07798
C7 2.67890 -0.74188 1.82222
N4 2.18670 -0.61910 0.62309
C8 3.27171 -0.69918 -0.24534
C9 3.30820 -0.65509 -1.63884
C10 4.54035 -0.80792 -2.25226
C11 5.71574 -0.98954 -1.50732
C12 5.69618 -1.01738 -0.12205
C13 4.45471 -0.86848 0.48670
N5 4.04273 -0.88595 1.81066
C14 -0.91293 -3.32991 2.99160
N6 -0.64241 -4.35929 2.22963
C15 -1.88067 -4.92462 1.94083
C16 -2.20075 -6.04121 1.16903
C17 -3.53521 -6.37239 1.03868
C18 -4.54229 -5.61695 1.65997
C19 -4.24293 -4.50700 2.42590
C20 -2.89640 -4.17994 2.55221
N7 -2.24399 -3.17738 3.24257
H7 0.99944 -3.10919 3.75545
H8 -0.21461 -2.11825 4.58601
H9 -0.18805 -0.60199 2.79583
H10 1.76509 0.26131 3.44146
H11 2.36081 -1.35469 3.83947
H12 2.38927 -0.50115 -2.19933
H13 4.60326 -0.78644 -3.33473
H14 6.65944 -1.11154 -2.02643
H15 6.60500 -1.15584 0.45303
H16 4.63329 -1.00170 2.61279
H17 -1.42222 -6.61261 0.67733
H18 -3.81764 -7.21474 0.41699
H19 -5.57933 -5.89889 1.51370
H20 -5.01457 -3.91258 2.89886
H21 -2.69346 -2.31739 3.55461
O4 -0.63033 1.81758 -0.80828
C21 -0.22897 1.38633 -1.91840
O5 0.09252 0.19976 -2.17174
C22 -0.08110 2.41242 -3.02897
C23 -0.18890 3.75866 -2.72358
C24 -0.01368 4.69299 -3.72703
C25 0.25245 4.32613 -5.02973
C26 0.35471 2.97890 -5.30397
C27 0.19689 2.01476 -4.32420
N8 0.67204 2.56706 -6.68608
O6 0.86870 1.39137 -6.89319
O7 0.72071 3.43265 -7.53577
N9 -0.08618 6.13027 -3.40388
O8 -0.06961 6.91937 -4.32340
O9 -0.15650 6.44440 -2.23644
H22 -0.40819 4.05528 -1.70705
H23 0.38750 5.06603 -5.80163
H24 0.29107 0.96354 -4.55957
C28 0.24359 6.19391 1.25185
C29 0.38781 4.71836 1.51775
C30 -0.59006 3.99549 2.18714
C31 -0.40542 2.63988 2.42250
N10 0.68860 1.97740 2.04013
C32 1.61771 2.66808 1.37251
C33 1.51603 4.01913 1.09644
H25 -0.55261 6.62623 1.85881
H26 0.00820 6.37236 0.20035
H27 1.17484 6.71868 1.47414
H28 -1.50072 4.48008 2.51988
H29 -1.16244 2.05278 2.93124
H30 2.48715 2.10324 1.04633
H31 2.30846 4.52576 0.55537

Results
Molecular weight = 799.29 g mol⁻¹
Net charge = -1
Energy relative to the best compared isomer or geometry (same formula, charge and spin) = 0.839 eV
LUMO = 1.0 eV


[4]
Molecular formula: C33H31N4O3PRuS
Method: DFT, ωB97M-V/def2-TZVPD

Cartesian coordinates (Å):
Ru1 0.74844 1.68638 0.73222
O1 2.87795 5.03597 -0.19977
C1 1.96364 4.28815 -0.06678
O2 1.96044 3.18379 0.67343
C2 0.62896 4.53029 -0.82574
P1 -0.63034 3.45788 -0.06006
C3 -1.21820 4.31631 1.41827
C4 -0.62978 4.07381 2.66351
C5 -1.09119 4.73612 3.78864
C6 -2.13538 5.64240 3.67623
C7 -2.70902 5.90169 2.43771
C8 -2.25977 5.24089 1.30838
C9 -2.06402 3.24916 -1.11634
C10 -2.09046 3.61105 -2.46058
C11 -3.26351 3.45162 -3.18208
C12 -4.39170 2.91380 -2.57944
C13 -4.35748 2.52615 -1.24377
C14 -3.19554 2.68465 -0.51296
H1 0.80713 4.27003 -1.87135
H2 0.35997 5.58285 -0.75875
H3 0.19116 3.37480 2.76274
H4 -0.63576 4.54363 4.75048
H5 -2.50283 6.15511 4.55486
H6 -3.51201 6.62117 2.35200
H7 -2.70962 5.44334 0.34471
H8 -1.21995 4.03825 -2.94149
H9 -3.29396 3.75717 -4.21909
H10 -5.30404 2.79779 -3.14881
H11 -5.23888 2.11390 -0.77071
H12 -3.16664 2.40782 0.53528
C15 4.65632 -2.64167 2.30288
C16 3.74167 -3.28175 1.26194
C17 2.38529 -2.57511 1.17475
N1 2.43828 -1.29480 0.45689
C18 2.11908 -0.99322 -0.78741
S1 2.03170 0.69327 -1.24929
N2 1.85778 -1.86605 -1.75599
C19 1.45076 -3.30003 -1.64925
O3 0.30924 -3.50075 -1.34819
C20 2.48316 -4.27263 -1.97166
C21 3.73757 -3.89749 -2.46666
C22 4.69233 -4.86440 -2.71824
C23 4.40948 -6.20350 -2.47699
C24 3.15986 -6.58339 -1.99986
C25 2.19613 -5.62545 -1.75367
H13 5.60989 -3.16517 2.34290
H14 4.20445 -2.69130 3.29432
H15 4.86066 -1.59379 2.07231
H16 3.54820 -4.32211 1.53091
H17 4.22512 -3.28045 0.28586
H18 2.06383 -2.32862 2.18846
H19 1.62689 -3.20929 0.72475
H20 2.77833 -0.52475 1.01255
H21 1.58775 -1.44724 -2.63625
H22 3.96125 -2.85806 -2.66653
H23 5.66336 -4.57308 -3.09476
H24 5.16622 -6.95387 -2.66283
H25 2.94308 -7.62657 -1.81562
H26 1.21776 -5.90199 -1.38321
N3 1.95618 0.44950 3.40796
C26 1.48757 0.93902 2.47052
N4 -0.66441 0.36382 0.73203
C27 -1.59062 -0.32090 0.61951
C28 -2.70966 -1.14104 0.46758
C29 -3.75252 -1.10690 1.41088
C30 -4.87875 -1.86717 1.18726
C31 -4.97231 -2.66270 0.04776
C32 -3.93025 -2.71188 -0.87464
C33 -2.79406 -1.95985 -0.67475
H27 -3.66380 -0.49011 2.29566
H28 -5.69018 -1.84830 1.90151
H29 -5.86178 -3.25503 -0.12017
H30 -4.00888 -3.34251 -1.74915
H31 -1.96960 -1.99866 -1.37476

Results
Expectation value of S² = 6.026
Molecular weight = 695.75 g mol⁻¹
Net charge = +2
2S+1 = 5
LUMO (alpha / beta) = -6.3 / -9.0 eV


[5]
Molecular formula: C33H31N5O
Method: DFT, ωB97M-V/def2-TZVPD

Cartesian coordinates (Å):
C1 1.45272 0.06689 -2.96931
C2 2.12336 1.35835 -2.65345
C3 1.28775 2.48972 -2.71478
N1 0.53383 3.39334 -2.75977
C4 3.53011 1.53564 -2.87130
C5 4.41259 0.42297 -3.08326
C6 5.77883 0.61658 -3.20991
C7 6.32086 1.90959 -3.21898
C8 7.73870 2.10496 -3.29419
N2 8.89898 2.25874 -3.30925
C9 5.45689 3.01145 -3.16979
C10 4.09042 2.83275 -3.02469
H1 2.12776 -0.77931 -3.04081
H2 0.66439 -0.17614 -2.24513
H3 0.93973 0.18902 -3.93958
H4 4.01496 -0.59175 -3.12473
H5 6.44279 -0.24533 -3.33090
H6 5.86153 4.02089 -3.27127
H7 3.43441 3.70945 -3.02731
C11 -3.87344 -2.33937 3.78151
N3 -3.10043 -2.08335 2.59027
C12 -3.22696 -2.84017 1.46198
O1 -3.95836 -3.82084 1.33198
C13 -2.29366 -2.24486 0.40564
C14 -3.01435 -1.69772 -0.83260
C15 -3.75396 -2.76901 -1.59705
C16 -5.13897 -2.68372 -1.76447
C17 -5.83295 -3.74407 -2.34645
C18 -5.13319 -4.85761 -2.83053
C19 -3.73720 -4.90395 -2.72775
C20 -3.04710 -3.85360 -2.12138
N4 -1.60039 -1.20170 1.17028
C21 -0.64107 -0.46351 0.58187
C22 0.05042 0.56845 1.19257
C23 1.04914 1.38300 0.65696
C24 1.71640 2.39686 1.43886
C25 2.73836 3.21821 0.88410
C26 3.36311 4.19774 1.63363
C27 3.00380 4.40478 2.97772
C28 3.64636 5.42232 3.75439
N5 4.16412 6.25422 4.39488
C29 2.01203 3.60264 3.55420
C30 1.38631 2.61915 2.80902
C31 -2.08209 -1.04840 2.54620
C32 -2.74175 0.30715 2.83535
C33 -1.02459 -1.33531 3.62167
H8 -4.56652 -3.15729 3.57012
H9 -3.21918 -2.61181 4.61417
H10 -4.43262 -1.44580 4.07084
H11 -1.56786 -3.01994 0.08982
H12 -3.70951 -0.91189 -0.50235
H13 -2.25850 -1.22555 -1.47796
H14 -5.65686 -1.79165 -1.39814
H15 -6.92304 -3.70249 -2.40848
H16 -5.67581 -5.68332 -3.29647
H17 -3.17949 -5.76511 -3.10447
H18 -1.95570 -3.86934 -2.02768
H19 -0.43474 -0.75157 -0.45264
H20 -0.25521 0.73252 2.22407
H21 1.33878 1.27390 -0.39646
H22 3.01573 3.06466 -0.16388
H23 4.14326 4.81949 1.19443
H24 1.72630 3.74437 4.59715
H25 0.62313 2.01746 3.30450
H26 -3.60805 0.44871 2.17382
H27 -3.07823 0.31807 3.88217
H28 -2.04145 1.12967 2.68669
H29 -0.67813 -2.37448 3.53505
H30 -0.16904 -0.66554 3.52888
H31 -1.47752 -1.18822 4.61238

Results
Molecular weight = 513.64 g mol⁻¹
Net charge = 0
Energy relative to the best compared isomer or geometry (same formula, charge and spin) = 1.058 eV
LUMO = -2.9 eV


[6]
Molecular formula: C33H31N7O3Re
Method: DFT, ωB97M-V/def2-TZVPD

Cartesian coordinates (Å):
Re1 -0.01457 0.04310 -0.22748
N1 3.73433 -8.51699 4.17555
C1 3.28012 -7.56722 3.72251
C2 2.71646 -6.40410 3.15400
C3 2.43412 -6.37769 1.78816
C4 1.89603 -5.24227 1.22535
C5 1.67524 -4.10041 1.99864
C6 1.94831 -4.13850 3.36583
C7 2.45034 -5.28509 3.94407
C8 1.16675 -2.88092 1.35635
C9 0.08186 -2.21920 1.93585
C10 -0.71527 -2.67536 3.01862
C11 -1.71758 -1.74954 3.19773
C12 -1.51364 -0.75556 2.23082
N2 -0.45125 -1.02613 1.47182
C13 1.75547 -2.50636 0.13933
C14 2.92594 -3.06837 -0.43126
C15 3.07813 -2.49821 -1.67458
C16 2.01844 -1.59979 -1.83023
N3 1.23149 -1.57509 -0.75126
H1 2.64562 -7.24049 1.17649
H2 1.63386 -5.22765 0.17838
H3 1.78049 -3.25510 3.96412
H4 2.65344 -5.31677 5.00255
H5 -0.58050 -3.59407 3.55427
H6 -2.51221 -1.78956 3.91967
H7 -2.10470 0.12553 2.05402
H8 3.57449 -3.78039 0.04285
H9 3.85379 -2.68919 -2.38830
H10 1.82987 -0.98160 -2.68624
O1 -0.74271 1.89146 0.45325
C17 -0.28979 3.03129 0.07005
C18 -1.11215 4.18036 0.18991
C19 -0.75986 5.38126 -0.37123
C20 0.43195 5.50507 -1.08104
C21 1.31689 4.44985 -1.10787
C22 1.01888 3.23750 -0.47809
C23 2.04193 2.23755 -0.28847
N4 1.87792 0.99371 0.15534
C24 3.11665 0.46122 0.34192
C25 4.05768 1.37472 -0.01709
N5 3.36979 2.49187 -0.39848
H11 -2.04853 4.06448 0.71416
H12 -1.42235 6.22960 -0.28470
H13 0.66547 6.42727 -1.58918
H14 2.25166 4.55832 -1.64356
H15 3.25495 -0.53496 0.71697
H16 5.12539 1.31054 -0.05472
H17 3.76959 3.35422 -0.72910
C26 -0.61330 -0.44214 -3.76494
C27 0.26318 0.73780 -3.32780
O2 0.90271 1.37811 -4.14156
O3 0.25239 1.01719 -2.07547
H18 -0.31684 -0.77998 -4.75394
H19 -1.64478 -0.09819 -3.79623
H20 -0.54005 -1.25438 -3.04599
C28 -1.68082 -3.20528 -0.58173
C29 -2.46442 -1.95621 -0.77545
C30 -3.84335 -1.93179 -1.00292
C31 -4.18500 -0.60648 -1.23151
C32 -3.01052 0.13258 -1.13287
C33 -2.90293 1.58895 -1.37464
N6 -1.95656 -0.69738 -0.82810
H21 -1.98373 -3.94744 -1.32303
H22 -1.87450 -3.62802 0.40505
H23 -0.62000 -3.00506 -0.67992
H24 -4.49465 -2.78494 -1.02057
H25 -5.15657 -0.21501 -1.46338
H26 -3.75304 1.91708 -1.96836
H27 -1.97646 1.84517 -1.88851
H28 -2.91564 2.13084 -0.42922
N7 0.92241 1.02890 2.89334
H29 1.80170 0.75705 3.31307
H30 0.17776 0.77336 3.52928
H31 0.91118 2.03567 2.79486

Results
Expectation value of S² = 0.763
Molecular weight = 759.86 g mol⁻¹
Net charge = 0
2S+1 = 2
Energy relative to the best compared isomer or geometry (same formula, charge and spin) = 1.502 eV
LUMO (alpha / beta) = -1.8 / -1.9 eV